This record from the Open Molecules 2025 dataset describes a cluster of 3 separate species, C34H57BN4O8S in total. The level of theory is ωB97M-V/def2-TZVPD.

Its net charge is 0. Its HOMO-LUMO gap is 8.0 eV. For the max |F|, the calculation gives 1.8 eV/Å. Its HOMO energy is -0.3010 Ha.

Each line ends with the Mulliken charge.
Geometry (Å):
C: 3.97 1.87 2.39  -1.446
H: 0.10 3.49 1.57  0.314
C: 3.34 1.15 1.17  -0.964
H: -2.42 2.26 -0.09  1.098
C: -4.60 -3.42 -0.78  -1.076
H: 1.07 0.43 2.81  -0.137
H: -7.37 -9.02 -5.93  0.358
S: 0.26 2.07 -2.23  1.342
H: 4.71 -1.99 -1.37  0.620
N: -4.34 -2.02 -1.16  -0.367
B: -1.27 1.31 1.99  1.692
C: 0.78 -0.50 0.94  -2.285
H: 3.34 0.09 1.40  0.504
H: 4.65 -0.52 -0.46  0.204
H: 0.44 -1.08 2.88  0.495
C: 2.78 1.65 4.70  -0.222
C: 4.25 7.26 0.40  -0.403
O: 3.88 3.36 6.05  -0.390
H: -3.20 -5.77 -0.06  0.341
N: -0.25 3.18 0.68  -0.209
C: 3.37 2.04 6.06  -0.986
H: 5.13 7.89 0.45  0.373
H: 2.11 2.60 0.22  0.740
H: 1.12 5.02 0.19  0.024
H: 3.29 5.13 6.91  0.256
H: -1.96 -3.61 -0.44  0.382
N: 1.07 -0.49 2.38  -0.170
C: 2.33 6.28 1.46  -0.287
H: -4.01 0.42 -1.42  0.385
C: 3.93 6.62 -0.79  -0.524
O: -2.13 0.34 -0.56  0.582
C: 3.46 7.09 1.52  -0.545
H: 0.68 -1.54 -1.35  0.443
C: 4.02 -1.28 -0.90  -1.414
H: -1.01 3.74 0.34  0.386
C: 0.98 0.67 -1.32  0.198
C: 3.82 1.07 3.72  -0.696
O: 0.19 1.83 -3.64  -0.771
C: 3.13 -0.71 -1.98  0.133
H: 1.71 6.15 2.34  0.403
C: -1.61 1.61 -0.45  -2.800
C: -3.55 0.22 -0.44  -1.070
H: -4.43 -3.52 0.30  0.329
H: 2.23 2.50 4.28  0.158
H: 3.48 -1.83 -0.13  0.263
H: 4.20 1.39 6.32  0.454
H: -1.63 -5.01 -1.50  0.516
C: -5.54 -8.08 -6.54  -0.395
O: 1.07 3.21 -1.90  -0.436
H: -4.62 -1.22 0.74  0.467
H: -5.16 -7.01 -2.86  0.349
H: 2.04 0.88 4.93  0.287
H: 3.54 0.04 3.52  0.447
H: 2.34 0.92 -2.94  0.744
C: 0.30 -0.62 -1.78  -0.640
H: 4.55 6.75 -1.67  0.390
C: 1.96 1.75 0.88  -1.364
C: 2.91 4.37 6.22  -0.602
H: -0.53 -0.36 -3.73  0.310
H: 1.59 2.09 1.85  0.125
C: 2.44 0.64 -1.89  -0.243
C: -6.51 -8.44 -5.61  -0.306
H: 1.97 3.97 6.62  0.343
N: 2.96 -1.33 -3.07  -0.651
H: 5.04 2.01 2.23  0.483
H: -0.19 -0.96 0.77  0.280
C: -6.37 -8.06 -4.29  -0.561
H: -1.85 3.08 2.61  0.353
O: -1.51 2.26 2.98  -0.697
C: -4.31 -6.95 -4.82  -0.301
H: -3.45 -6.37 -4.51  0.376
C: -3.68 -4.45 -1.44  0.704
H: -3.66 -2.00 -1.91  0.312
H: 3.47 -2.21 -3.06  0.296
O: -3.88 -5.69 -0.74  -0.573
H: -3.96 0.88 0.33  0.394
H: 3.71 7.59 2.45  0.377
H: 4.04 1.31 0.36  0.648
C: -0.65 -0.76 -2.74  -1.107
H: -1.92 -3.45 -2.23  0.317
C: 0.81 0.89 0.28  2.436
C: 2.80 5.81 -0.85  -0.562
H: -7.12 -8.35 -3.56  0.365
H: 2.62 1.95 6.85  0.395
H: -2.54 0.13 2.84  0.238
C: -3.86 -1.22 -0.05  -0.412
O: -1.25 2.19 -1.71  -0.481
O: -1.77 0.07 2.25  -0.890
H: -5.64 -3.68 -0.94  0.277
H: 1.56 -1.11 0.47  0.504
C: 2.00 5.65 0.26  0.271
H: -2.95 -1.62 0.42  0.289
H: 4.78 1.04 4.22  0.581
H: 3.09 1.42 -1.48  0.567
H: 3.47 2.83 2.56  0.541
H: 2.68 4.84 5.26  0.113
C: -5.27 -7.31 -3.89  -0.122
H: -4.05 -4.65 -2.45  0.216
C: -0.51 1.73 0.61  0.151
H: -1.60 -1.24 -2.53  -0.052
H: -5.65 -8.38 -7.58  0.354
C: -2.21 -4.09 -1.39  -1.527
H: 2.53 5.31 -1.77  0.502
H: -3.68 -7.06 -6.87  0.357
C: -4.44 -7.34 -6.15  -0.468